189
Properties=species:S:1:pos:R:3:forces:R:3 method="wB97M-V/def2-TZVPD" total_energy_ev=-95233.82108 e_lumo_ev=1.49 total_charge=-1
Rb -3.23230 1.08358 2.25651 -4.5 2.5 5.9
O 3.48753 -1.29828 -1.41235 3.4 -1.9 3.8
O 2.41159 -4.29804 -3.49007 0.0 0.1 -0.2
O 3.77939 4.80972 -1.94574 -0.3 -1.3 0.3
O -1.09278 -0.21139 6.11995 -0.6 0.4 -0.5
O -1.99982 2.31841 -2.39178 2.0 0.2 -3.9
O -2.51331 0.10424 0.62998 4.4 -2.1 -5.9
O -4.18341 -3.42573 2.88444 0.1 0.1 0.2
O 2.84467 1.90642 -3.59054 -0.2 -3.6 -1.3
O -0.06111 4.83492 1.54696 3.8 2.6 -0.2
O -3.64174 6.38096 2.55225 0.5 -0.1 -0.4
O -2.41529 0.38411 -3.59025 -0.7 -0.3 -1.2
O 2.98720 -5.08730 3.63688 -2.2 0.6 -0.7
O -2.93710 6.23646 -1.56222 -0.5 -1.8 -1.2
O -3.71881 -0.96754 -2.11139 -2.3 -2.5 -1.3
O 2.55374 1.46983 4.19294 -0.5 1.0 -0.6
N -1.22996 0.41678 0.00621 -0.2 0.1 -0.9
N 1.50389 -5.05660 3.63481 0.7 -0.5 0.8
C 1.14314 5.02458 1.30922 -0.6 0.8 1.6
C -0.20086 -0.17596 5.28831 -0.2 -0.7 0.5
C 2.44074 -3.58724 -1.20729 -1.0 -0.9 0.0
C -4.09547 -2.94190 0.58903 -0.6 -0.2 -0.5
C -2.84480 -3.17718 -2.58220 -1.4 -0.8 -1.3
C -1.85699 -0.46327 -4.22328 0.5 -0.9 -1.5
C -3.04164 5.00559 -1.69175 0.1 2.0 0.0
C -5.04081 -2.32986 -3.63950 -0.6 -0.4 1.0
C 1.17970 -0.52104 5.75362 0.5 3.2 2.6
C 0.47991 -3.03578 -2.88483 2.8 -2.2 0.2
C 0.73186 2.01234 -0.03191 -1.9 -4.3 2.7
C -0.03396 -1.77352 0.50570 -0.2 2.2 -3.2
C -1.31968 -1.52567 -1.57908 0.7 3.5 2.6
C 2.36368 -0.36794 -2.90323 1.4 3.2 -5.5
C -3.55549 -2.93447 1.97243 0.4 1.3 -0.5
C -1.95532 2.84576 -4.73488 0.5 -0.3 -0.1
C 2.26845 0.82719 -3.84442 2.9 -0.3 -0.5
C -0.66323 -6.18141 3.06345 0.1 0.2 0.6
C 1.52669 3.40262 3.19680 -0.4 0.3 2.1
C 2.65248 -1.41370 0.84394 2.9 0.5 -1.7
C 1.91168 4.12569 -3.24112 0.9 0.6 -0.1
C 0.14722 2.09316 -3.38251 -1.4 0.9 0.1
C 5.17543 -1.43751 0.30017 -0.7 0.5 -1.2
C 0.88507 -3.64929 3.54204 1.4 -2.4 -1.0
C -1.38727 2.85418 0.62436 4.5 -10.0 1.7
C -2.83868 5.85228 1.79407 -0.8 0.4 0.9
C 1.66976 0.85384 -0.43073 -2.8 -1.9 0.8
C -3.88181 4.49988 -2.81221 -0.6 -0.4 0.3
C 1.15795 -6.27965 1.38496 0.5 1.0 0.1
C -2.23605 4.04224 -0.81227 -4.0 8.1 -3.7
C -0.45743 -0.75404 -0.51735 0.0 0.4 -0.3
C -0.20613 1.26869 2.22606 0.0 3.5 -9.9
C 3.19154 1.90868 1.96569 -0.4 0.5 0.0
C 2.90474 3.95495 -2.08070 0.5 2.0 -2.1
C -1.31703 -4.81216 2.87838 1.0 1.1 0.7
C 3.72988 -1.35691 -0.20890 1.7 0.8 1.3
C -1.93193 6.71954 0.91500 -0.1 0.2 0.8
C -0.35673 -0.64813 -4.09125 -2.0 -1.8 -0.7
C 2.02672 5.83656 2.31803 -0.5 1.7 -1.9
C -1.31641 2.42065 -3.44236 -1.2 -0.6 3.0
C -2.79811 4.31214 1.71628 -1.9 4.6 1.9
C 2.63235 2.81719 -1.17269 4.5 2.0 -4.2
C -0.44052 0.06726 3.79301 -0.1 -4.6 10.0
C 0.88134 -0.21042 -1.24484 -3.7 1.0 5.7
C -0.56350 1.54724 0.69821 0.9 0.6 0.2
C 1.41189 -2.80104 4.70211 -0.2 -3.4 -2.2
C 1.84936 -3.68965 -2.60943 0.2 -0.3 0.0
C -0.60579 -3.75232 3.78094 0.3 -1.3 0.1
C 0.90641 -6.23053 2.91431 -0.7 0.8 -0.5
C 2.35494 2.18670 3.22974 2.9 -1.0 -0.5
C 1.66857 0.61894 -5.22858 1.4 0.8 -0.6
C -2.22300 -2.20320 2.12179 -3.3 -1.1 2.3
C 1.22769 -2.92198 2.20207 0.0 -1.8 3.1
C 1.39275 -7.60146 3.46425 0.1 0.5 0.8
C 1.89397 4.42484 0.16050 -3.4 5.0 2.0
C -3.87515 -2.05422 -2.68159 0.2 1.7 0.9
C -2.64870 -1.42016 -5.15806 1.0 1.3 0.4
H 5.45583 -0.48322 0.74606 -0.1 0.0 0.4
H -0.32455 -3.71017 -2.59128 0.4 -0.7 -0.1
H 0.98137 4.53054 -2.84272 -0.2 0.3 0.0
H 1.00184 -8.45508 2.91052 -0.2 0.2 -0.4
H -0.00060 0.04914 -3.33290 -1.4 -2.6 -1.1
H 0.58051 0.22204 -2.19908 -0.8 0.5 2.6
H -1.08709 1.35227 2.86247 1.8 3.4 -5.1
H 1.15315 3.53544 4.21214 -0.3 0.0 0.2
H 1.71018 3.16895 -3.72293 1.4 2.3 1.1
H -2.59789 -3.47524 -3.60117 -0.5 -0.8 0.1
H 0.56697 -2.51276 -0.02393 -0.6 0.1 -0.6
H 2.41168 -2.41669 4.50010 0.1 -0.1 -0.2
H -0.89002 -0.85672 3.42929 0.5 0.1 -0.3
H 0.71540 2.67803 -4.10583 -1.8 -1.1 -0.2
H -2.37203 -4.71584 3.13487 0.1 -0.9 0.0
H 4.09385 2.52004 1.95230 0.2 0.1 0.5
H 1.90133 -0.39047 -5.56771 0.0 0.0 -0.1
H 1.30991 2.69321 0.59290 -1.4 -1.1 0.3
H 0.92504 -3.28598 1.22023 0.1 -1.5 1.4
H -2.24791 -2.43077 -5.07972 -0.1 0.2 -0.5
H 5.77599 -1.52602 -0.60514 0.3 -0.4 0.2
H -0.90829 6.34813 0.86702 -0.7 0.3 -0.2
H -2.79419 3.34378 -0.18878 -2.3 1.2 -2.9
H 0.65115 3.33556 2.55102 1.0 0.4 0.6
H 0.52469 2.60194 -0.92497 -2.8 -0.4 0.8
H -1.92443 -2.45845 3.13855 -2.1 1.4 -1.5
H -5.35502 -3.37358 -3.63470 0.3 -0.2 0.1
H -0.77659 -3.97682 4.83381 0.1 -0.4 0.1
H -1.11344 -6.90804 2.38712 0.0 -0.1 -0.1
H -0.94079 -6.50023 4.06815 0.2 -0.2 0.2
H 1.92613 0.23959 5.52474 -0.3 -0.2 0.1
H 1.47463 -1.50524 5.38964 2.0 3.9 2.3
H -3.69793 -1.38551 -4.86476 1.6 0.8 -0.7
H -5.93153 -1.76896 -3.35644 0.2 0.4 -0.2
H -2.31343 -1.13091 1.94821 0.1 -0.6 -0.7
H 1.82770 -4.18034 -0.52866 -0.4 -0.1 0.0
H 0.27896 -2.15842 -2.27006 2.7 -0.9 -0.6
H -0.17902 -1.64762 -3.69436 -0.8 2.0 -1.0
H 0.57526 1.94019 2.58191 -1.4 -1.5 -0.4
H 1.15310 3.86812 -0.41333 0.4 1.9 0.4
H 2.22431 -6.31338 1.16168 0.1 -0.5 0.1
H -0.81231 -2.33894 1.01813 4.4 2.5 -3.9
H -1.18190 0.84629 3.61535 0.2 -3.6 5.2
H 2.29029 -2.74106 2.04002 -2.6 -3.2 2.8
H 5.29821 -2.25371 1.01209 0.1 0.1 -0.1
H 2.70301 3.74550 0.42893 -1.5 4.0 3.5
H -1.07451 -2.77822 3.64117 2.5 -1.3 1.5
H 2.46974 1.36312 -0.96809 -1.5 -3.9 1.4
H 0.76507 -1.94975 4.91430 -1.8 -3.8 -2.6
H 3.13341 1.94517 -1.59296 1.6 2.1 -1.0
H 0.31907 -2.78741 -3.93389 0.9 -1.5 0.1
H 2.87860 -1.22936 -3.32856 0.2 0.5 -0.6
H -4.67191 -2.10556 -4.64035 -1.6 -0.7 0.5
H 3.05434 5.47901 2.25290 0.0 0.2 0.2
H 3.41529 -4.06059 -1.08766 0.1 0.2 -0.6
H 1.47907 -3.41005 5.60361 -0.1 -0.1 0.0
H 0.49964 0.33066 3.30841 0.1 -1.4 5.2
H 1.06472 -7.75028 4.49301 -0.2 0.2 0.2
H 0.17510 0.25488 2.34834 -1.2 1.5 -5.2
H 0.57508 -7.07388 0.91854 0.3 -0.2 -0.1
H 0.33578 1.03065 -3.53620 -0.4 2.9 -0.3
H -4.13392 -1.95786 0.12183 0.2 0.3 0.3
H 0.19900 -0.56567 -5.02531 -1.3 -1.2 0.6
H 2.15969 1.31016 -5.91351 -0.2 0.2 0.0
H -1.92795 -2.81120 -2.12011 -2.3 -2.4 -1.2
H -1.90852 7.74647 1.27964 -0.2 -0.1 0.4
H -1.28617 2.74804 -5.58975 0.0 -0.1 0.0
H -3.58974 4.01676 1.02768 -0.3 0.2 0.3
H 2.05646 4.33300 2.99225 0.3 -2.2 0.5
H -2.82406 2.19434 -4.82992 -0.2 0.4 -0.3
H -2.55070 -1.00346 -6.16049 0.1 -0.3 -0.2
H -3.19092 4.09257 -3.55037 -0.9 0.6 0.3
H -1.41891 -2.61328 1.51074 -5.0 -1.5 3.3
H 2.65391 2.24452 1.07897 0.5 -0.9 0.9
H 2.26707 5.24789 -0.44901 0.3 0.0 0.5
H 2.46757 -2.56060 -0.84208 -0.9 -2.0 -0.8
H -1.86690 3.90353 1.32386 -2.8 3.7 2.7
H 2.05184 6.85553 1.93181 0.0 0.3 -0.3
H 0.58699 0.73013 -5.15154 1.4 1.1 -1.3
H -0.82145 3.62688 1.14483 1.1 -2.1 -0.8
H -5.10014 -3.36287 0.62825 0.1 -0.2 -0.3
H 1.37754 -0.64609 -2.53139 2.3 -0.9 -4.1
H -1.24923 -4.46860 1.84616 0.2 -0.3 -0.3
H 2.42920 -0.41788 1.22681 0.7 -1.5 1.2
H 0.66270 -1.30168 1.19861 -2.2 0.8 -1.5
H 2.14872 0.35737 0.41320 -1.4 1.8 -1.3
H -2.36158 2.74716 1.10119 1.3 -2.2 -1.2
H -1.54550 -0.77477 -2.33622 -0.6 -0.7 1.5
H 2.30463 4.73737 -4.05324 0.2 0.6 0.5
H -1.49896 3.55012 -1.44679 -0.7 1.3 -0.9
H 0.53178 2.27466 -2.37888 -0.4 0.2 -1.0
H 1.63307 -0.97505 -1.44064 -1.7 -0.7 2.7
H 1.73453 -1.75519 0.36554 1.8 0.4 0.5
H 2.47624 -7.70977 3.51353 0.0 0.4 -0.3
H -3.31300 -3.95775 -1.98253 0.1 -0.4 -0.4
H -4.54603 5.29829 -3.14306 0.3 0.0 -0.4
H -2.34276 6.75538 -0.09398 0.2 -0.1 0.4
H 1.57325 2.56606 -1.11485 3.6 1.6 -2.1
H -3.03741 3.87635 2.68629 0.1 0.3 0.4
H -0.84311 -2.33491 -2.13234 -1.2 2.0 2.4
H 2.97918 3.17461 -0.20312 2.3 -4.4 -4.0
H -2.21266 -1.97120 -1.14069 0.9 2.0 1.3
H 2.84941 -0.01752 -1.99253 -0.2 0.8 -2.1
H 1.06039 -0.59587 6.83448 0.2 0.1 0.2
H 3.47932 0.86129 1.87484 0.1 0.3 0.3
H 0.73176 -1.95173 2.17446 1.1 -1.2 2.5
H 1.65048 5.93685 3.33611 -0.1 -0.1 -0.2
H 0.87393 -5.33351 0.92424 -0.5 0.1 0.0
H 2.91167 -2.08692 1.66106 2.4 2.3 -1.6
H -1.66140 4.59721 -0.07073 -0.7 1.3 -1.5
H -4.50018 3.64420 -2.54105 0.1 -0.1 0.3
H -2.24327 3.89424 -4.65819 0.2 -0.2 -0.5
H -3.41944 -3.51383 -0.04657 -0.1 -0.3 0.1
H -1.59143 3.11720 -0.41355 4.4 -5.6 3.5